{
  "formula": "C5H3NO",
  "method": "the ωB97M-V functional and the def2-TZVPD basis",
  "spin_multiplicity": 1,
  "smiles": "C#CCC(=O)C#N",
  "relative_energy_kj_mol": 242.4,
  "homo_lumo_gap_ev": 10.04,
  "charge": 0,
  "symbols": ["C", "C", "C", "C", "O", "C", "N", "H", "H", "H"],
  "coordinates": [[-1.1644, 0.2449, 1.8961], [-1.2946, 0.5771, 0.7428], [-0.5493, 0.5875, -0.5142], [0.6351, -0.3522, -0.2698], [0.9998, -0.6893, 0.8282], [1.4074, -0.9011, -1.3909], [2.0971, -1.4404, -2.1457], [-0.9279, 0.0334, 2.9164], [-1.0654, 0.3435, -1.4471], [-0.1376, 1.5966, -0.6157]]
}

***

{
  "formula": "C5H3NO",
  "method": "the ωB97M-V functional and the def2-TZVPD basis",
  "spin_multiplicity": 1,
  "smiles": "C#CCC(=O)C#N",
  "relative_energy_kj_mol": 223.4,
  "homo_lumo_gap_ev": 10.17,
  "charge": 0,
  "symbols": ["C", "C", "C", "C", "O", "C", "N", "H", "H", "H"],
  "coordinates": [[2.0307, -0.5645, 0.9613], [1.3065, -0.8610, 0.0443], [-0.0014, -0.7156, -0.5902], [-0.5922, 0.5519, 0.0549], [-0.1339, 1.0964, 1.0249], [-1.8047, 1.1730, -0.5068], [-2.7287, 1.7982, -0.8098], [2.5887, -0.2510, 1.8148], [-0.0261, -0.6626, -1.6849], [-0.6391, -1.5647, -0.3086]]
}

***

{
  "formula": "C5H3NO",
  "method": "the ωB97M-V functional and the def2-TZVPD basis",
  "spin_multiplicity": 1,
  "relative_energy_kj_mol": 662.8,
  "homo_lumo_gap_ev": 8.78,
  "charge": 0,
  "symbols": ["C", "C", "C", "C", "O", "N", "C", "H", "H", "H"],
  "coordinates": [[2.7622, 0.8870, 0.4437], [1.5799, 0.4636, 0.1670], [0.1727, 0.1614, 0.2886], [-0.9130, 0.9253, 0.0041], [-1.9590, 0.1274, -0.2218], [-1.5797, -1.1913, -0.1458], [-0.3138, -1.1809, 0.1452], [1.0302, -0.0977, -0.8266], [-1.0615, 1.9930, -0.0669], [0.2821, -2.0880, 0.2124]]
}

***

{
  "formula": "C5H3NO",
  "method": "the ωB97M-V functional and the def2-TZVPD basis",
  "spin_multiplicity": 1,
  "smiles": "C#Cc1cnoc1",
  "relative_energy_kj_mol": 396.9,
  "homo_lumo_gap_ev": 10.15,
  "charge": 0,
  "symbols": ["C", "C", "C", "C", "N", "O", "C", "H", "H", "H"],
  "coordinates": [[-2.3929, 0.9852, 0.8628], [-1.2454, 0.6120, 0.5572], [-0.0014, 0.1135, 0.1279], [0.5380, 0.0846, -1.1944], [1.7151, -0.4679, -1.2156], [1.9966, -0.8053, 0.0972], [0.9704, -0.4808, 0.8708], [-2.7036, 0.2287, 0.0807], [0.0776, 0.4265, -2.1135], [1.0455, -0.6964, 1.9268]]
}

***

{
  "formula": "C5H3NO",
  "method": "the ωB97M-V functional and the def2-TZVPD basis",
  "spin_multiplicity": 1,
  "smiles": "C#CCC(=O)C#N",
  "relative_energy_kj_mol": 175.0,
  "homo_lumo_gap_ev": 10.25,
  "charge": 0,
  "symbols": ["C", "C", "C", "C", "O", "C", "N", "H", "H", "H"],
  "coordinates": [[2.3147, -0.7370, 0.8489], [1.2606, -0.6645, 0.2757], [-0.0230, -0.4913, -0.3958], [-0.8643, 0.5965, 0.2550], [-0.7222, 1.0199, 1.3710], [-1.9461, 1.1297, -0.6127], [-2.7546, 1.6031, -1.2933], [3.2466, -0.7816, 1.3691], [0.1098, -0.2617, -1.4602], [-0.6217, -1.4132, -0.3578]]
}

***

{
  "formula": "C5H3NO",
  "method": "the ωB97M-V functional and the def2-TZVPD basis",
  "spin_multiplicity": 1,
  "smiles": "N#CC=C=O.C#C",
  "relative_energy_kj_mol": 406.2,
  "homo_lumo_gap_ev": 10.63,
  "charge": 0,
  "symbols": ["N", "C", "C", "C", "O", "H", "C", "C", "H", "H"],
  "coordinates": [[2.8929, -0.7511, 0.0399], [1.9299, -0.1047, -0.0314], [0.8704, 0.8179, -0.1464], [-0.2027, 1.2351, 0.4369], [-1.1738, 1.7357, 0.8383], [1.0489, 1.9650, 0.3206], [-1.8346, -0.8955, -0.2621], [-0.8420, -1.5435, -0.4683], [-2.6985, -0.2940, -0.0759], [0.0094, -2.1648, -0.6516]]
}

***

{
  "formula": "C5H3NO",
  "method": "the ωB97M-V functional and the def2-TZVPD basis",
  "spin_multiplicity": 1,
  "relative_energy_kj_mol": 535.3,
  "homo_lumo_gap_ev": 8.90,
  "charge": 0,
  "symbols": ["O", "C", "C", "C", "C", "C", "N", "H", "H", "H"],
  "coordinates": [[1.2923, -1.5349, -1.1731], [0.6180, -0.7136, -0.6389], [-0.0961, 0.5439, -1.1694], [-0.7076, 1.0534, 0.0690], [-0.9650, 1.0211, 1.2822], [0.2879, -0.7488, 0.8701], [0.2247, -1.0669, 2.0155], [-0.8062, 0.2480, -1.9532], [0.6433, 1.2074, -1.6368], [-0.4679, -0.0972, 2.2911]]
}

***

{
  "formula": "C5H3NO3",
  "method": "the ωB97M-V functional and the def2-TZVPD basis",
  "spin_multiplicity": 1,
  "smiles": "N#C[C@H]1O[C@H]1C(=O)C=O",
  "relative_energy_kj_mol": 290.6,
  "homo_lumo_gap_ev": 9.21,
  "charge": 0,
  "symbols": ["N", "C", "C", "O", "C", "C", "O", "C", "O", "H", "H", "H"],
  "coordinates": [[-2.0867, -1.9260, -0.4084], [-1.7594, -0.7650, -0.5202], [-1.3422, 0.6385, -0.5427], [-1.3180, 1.3579, 0.7262], [-0.0313, 0.9944, 0.2545], [0.6454, -0.2858, 0.5837], [0.1929, -1.1776, 1.3210], [1.9594, -0.6603, 0.0554], [2.5327, -0.0128, -0.8456], [-1.7422, 1.3883, -1.2839], [0.6245, 1.9682, 0.0804], [2.3250, -1.5197, 0.5797]]
}

***

{
  "formula": "C5H3NO4S2",
  "method": "the ωB97M-V functional and the def2-TZVPD basis",
  "spin_multiplicity": 1,
  "smiles": "O=S(=O)(OC1=NO1)c1ccsc1",
  "homo_lumo_gap_ev": 9.13,
  "charge": 0,
  "symbols": ["O", "S", "O", "O", "C", "N", "O", "C", "C", "C", "S", "C", "H", "H", "H"],
  "coordinates": [[-1.1538, 2.3294, 0.8911], [-1.0298, 1.4545, -0.2556], [-1.4072, 1.9035, -1.5759], [-2.1150, 0.1273, 0.0308], [-2.2457, -1.0710, 0.5763], [-2.8878, -2.0822, 0.9347], [-1.3342, -1.8442, 1.1973], [0.5390, 0.6596, -0.3299], [1.0830, -0.0465, 0.7530], [2.1531, -0.7811, 0.3847], [2.5713, -0.5804, -1.2364], [1.2036, 0.4931, -1.5816], [0.6158, -0.1793, 1.7549], [2.8357, -1.3846, 1.0040], [1.1720, 1.0019, -2.5473]]
}

***

{
  "formula": "C5H3O2S",
  "method": "the ωB97M-V functional and the def2-TZVPD basis",
  "spin_multiplicity": 1,
  "smiles": "CC#CC(=S)C(=O)[O-]",
  "relative_energy_kj_mol": 176.3,
  "homo_lumo_gap_ev": 7.68,
  "charge": -1,
  "symbols": ["C", "C", "C", "C", "S", "C", "O", "O", "H", "H", "H"],
  "coordinates": [[-0.0574, -0.2613, 0.2211], [1.2921, 0.1963, 0.1028], [2.4206, 0.5901, 0.2495], [4.0312, 0.4866, 0.0649], [4.9069, 1.4902, 0.9252], [4.4724, -0.8441, -0.6907], [4.5543, -1.7134, 0.1794], [4.7565, -0.8973, -1.8835], [-0.7814, 0.6421, 0.1874], [-0.2544, -0.8677, -0.5753], [-0.2328, -0.7419, 1.2120]]
}

***

{
  "formula": "C5H4",
  "method": "the ωB97M-V functional and the def2-TZVPD basis",
  "spin_multiplicity": 1,
  "relative_energy_kj_mol": 381.0,
  "homo_lumo_gap_ev": 8.95,
  "charge": 0,
  "symbols": ["C", "C", "C", "C", "C", "H", "H", "H", "H"],
  "coordinates": [[-1.6208, -0.3534, -0.0167], [-0.1771, -0.0254, 0.0064], [0.9904, 0.4376, 0.0151], [2.2638, 0.8740, 0.0220], [3.5114, 1.0386, 0.0184], [-1.9405, -0.9465, 0.8456], [-1.9328, -0.8539, -0.9388], [-2.1754, 0.5971, 0.0312], [1.0809, -0.7680, 0.0168]]
}

***

{
  "formula": "C5H4",
  "method": "the ωB97M-V functional and the def2-TZVPD basis",
  "spin_multiplicity": 1,
  "relative_energy_kj_mol": 353.0,
  "homo_lumo_gap_ev": 7.57,
  "charge": 0,
  "symbols": ["C", "C", "C", "C", "C", "H", "H", "H", "H"],
  "coordinates": [[1.8330, 0.1765, -0.0238], [3.1231, 0.2234, 0.0455], [0.9085, -0.9680, -0.0328], [-0.3347, -0.5103, 0.0722], [-0.1554, 0.9521, 0.0026], [1.2867, -1.9766, -0.0877], [-1.2701, -1.0279, 0.1898], [-0.3418, 1.5869, 0.8567], [-0.1258, 1.4282, -0.9641]]
}